# C4H12N2

An isolated ion of composition C4H12N2 and charge +1 (the ωB97M-V functional and the def2-TZVPD basis, the OMol25 dataset).

Each atom is followed by the atoms it is bonded to, with distances in Å.
Geometry (Å):
1 N -1.97751 -0.35538 -1.03403  C2 1.432, H7 1.075, H8 1.037
2 C -1.50875 -1.12057 0.08131  N1 1.432, C3 1.572, H9 1.191, H10 1.119
3 C -1.00898 -0.11844 1.18452  C2 1.572, N4 1.478, H11 1.183, H12 1.137
4 N -0.08260 0.69819 0.37262  C3 1.478, C5 1.479, H13 1.010
5 C 1.20981 0.03977 0.08148  N4 1.479, C6 1.538, H14 1.096, H15 1.181
6 C 2.13501 0.99234 -0.69394  C5 1.538, H16 1.128, H17 1.050, H18 1.096
7 H -1.78909 -0.89380 -1.94508  N1 1.075
8 H -1.31124 0.43716 -0.98432  N1 1.037
9 H -2.42705 -1.67451 0.60013  C2 1.191
10 H -0.72710 -1.87797 -0.17885  C2 1.119
11 H -0.57749 -0.71037 2.11387  C3 1.183
12 H -1.83618 0.52366 1.62649  C3 1.137
13 H 0.03406 1.53467 0.92605  N4 1.010
14 H 1.00643 -0.91204 -0.42185  C5 1.096
15 H 1.83278 -0.36778 0.99807  C5 1.181
16 H 1.55245 1.35725 -1.58846  C6 1.128
17 H 2.37523 1.77183 -0.03214  C6 1.050
18 H 3.10021 0.67600 -1.10587  C6 1.096

As for the net charge: +1. Its spin multiplicity is 2. As for the max |F|: 0.0865 Eh/bohr. As for the energy relative to the best compared isomer or geometry (same formula, charge and spin): 39.7 kcal/mol. For the HOMO-LUMO gap (spin up / spin down), the calculation gives 12.30 / 5.89 eV.

Mulliken atomic charge list, values in e, 5 entries: -0.2435, -0.5434, -0.4982, -0.3101, -0.2058